{"formula": "H16O7S", "method": "ωB97M-V/def2-TZVPD", "smiles": "O.O.O.O.O.O.O.S", "gap_ev": 9.9, "homo_ha": -0.364, "species": ["O", "H", "H", "O", "H", "H", "O", "H", "H", "O", "H", "H", "O", "H", "H", "O", "H", "H", "O", "H", "H", "S", "H", "H"], "positions_angstrom": [[-2.168, 1.322, -1.850], [-1.914, 0.965, -2.709], [-2.424, 0.515, -1.380], [-1.687, 0.718, 3.838], [-2.572, 1.001, 3.587], [-1.163, 1.526, 3.772], [3.499, -5.857, 1.910], [2.571, -5.956, 2.138], [3.659, -4.937, 1.685], [-0.710, -1.134, 1.400], [0.180, -1.455, 1.600], [-0.951, -0.804, 2.282], [-0.400, 2.283, 2.090], [-0.175, 1.811, 1.283], [0.364, 2.843, 2.275], [-0.047, -0.951, -1.338], [-0.289, -0.850, -0.409], [0.255, -1.850, -1.478], [0.194, 3.442, -0.906], [0.574, 3.942, -1.628], [-0.145, 2.597, -1.217], [0.829, 0.482, -5.482], [0.636, -0.575, -4.684], [1.885, 0.922, -4.780]], "forces_ev_per_angstrom": [[-0.07, -0.38, 0.03], [0.14, 0.16, -0.08], [0.11, 0.28, 0.08], [-0.22, -0.34, 0.37], [-0.02, -0.04, -0.01], [0.06, -0.18, -0.40], [0.25, -0.26, -0.01], [-0.02, 0.23, -0.04], [-0.23, 0.02, 0.05], [0.56, -0.10, 0.69], [0.00, -0.15, -0.31], [-0.56, 0.46, -0.14], [0.37, 0.29, 0.24], [-0.04, 0.05, -0.05], [-0.11, 0.04, -0.29], [0.08, 0.34, -0.49], [-0.11, -0.25, 0.10], [-0.06, -0.09, 0.24], [0.11, 0.06, 0.78], [-0.08, -0.29, -0.32], [-0.14, 0.15, -0.49], [0.02, 0.08, -0.03], [0.06, 0.02, 0.08], [-0.11, -0.10, 0.00]]}

=====

{"formula": "H16O8", "method": "ωB97M-V/def2-TZVPD", "smiles": "O.O.O.O.O.O.O.O", "gap_ev": 10.5, "homo_ha": -0.389, "species": ["O", "H", "H", "O", "H", "H", "O", "H", "H", "O", "H", "H", "O", "H", "H", "O", "H", "H", "O", "H", "H", "O", "H", "H"], "positions_angstrom": [[0.304, 0.163, 3.188], [0.280, -0.183, 2.265], [-0.433, 0.692, 3.117], [-0.562, -2.761, 1.277], [0.436, -2.887, 1.551], [-0.749, -2.651, 0.321], [-0.631, 1.750, -2.869], [-0.356, 2.337, -3.500], [-0.105, 2.061, -2.011], [3.147, -0.992, 0.851], [2.357, -0.884, 0.427], [3.669, -1.638, 0.267], [0.009, 2.626, -0.264], [0.486, 3.380, -0.536], [-0.174, 2.786, 0.633], [-0.541, -2.132, -1.595], [-1.188, -2.509, -2.223], [0.225, -1.941, -1.961], [-2.390, 0.804, 0.139], [-2.313, 0.054, 0.613], [-2.635, 1.515, 0.720], [0.492, -0.021, 0.194], [0.261, -0.555, -0.538], [0.411, 0.986, -0.066]], "forces_ev_per_angstrom": [[2.10, -1.93, -1.19], [0.64, -0.21, 0.62], [-2.76, 2.13, 0.49], [1.92, -0.37, 1.08], [-3.11, 0.53, -1.66], [1.23, -0.16, 0.67], [0.87, -1.29, 5.13], [1.04, 2.31, -2.76], [-2.12, -1.25, -2.74], [4.85, -2.25, 0.36], [-3.67, 0.81, -1.70], [-1.15, 1.52, 1.43], [-0.24, -0.98, -1.11], [1.07, 1.43, -0.55], [-0.60, 0.15, 2.00], [-6.37, -1.74, 2.81], [0.93, 0.53, 0.30], [5.47, 1.08, -3.35], [-0.32, 3.77, -3.06], [0.47, -3.99, 2.71], [-0.28, 0.20, 0.41], [0.83, 3.14, 0.93], [-0.96, -0.46, -1.17], [0.16, -2.99, 0.34]]}

=====

{"formula": "H16O8", "method": "ωB97M-V/def2-TZVPD", "smiles": "O.O.O.O.O.O.O.O", "gap_ev": 10.2, "homo_ha": -0.377, "species": ["O", "H", "H", "O", "H", "H", "O", "H", "H", "O", "H", "H", "O", "H", "H", "O", "H", "H", "O", "H", "H", "O", "H", "H"], "positions_angstrom": [[-1.044, -30.209, -13.919], [-1.085, -29.604, -13.169], [-1.951, -30.514, -14.042], [-3.841, -30.040, -15.495], [-3.428, -29.229, -15.823], [-3.867, -29.938, -14.537], [-4.595, -32.909, -19.119], [-4.978, -32.260, -19.724], [-5.226, -33.640, -19.108], [-2.678, -32.154, -17.044], [-3.133, -31.425, -16.579], [-3.331, -32.497, -17.679], [-3.079, -32.929, -14.107], [-2.508, -32.734, -14.866], [-2.979, -33.876, -13.970], [-2.257, -35.489, -19.772], [-1.995, -34.573, -19.629], [-2.498, -35.529, -20.704], [-1.797, -32.324, -20.315], [-2.080, -31.477, -20.674], [-2.598, -32.700, -19.914], [-0.045, -33.063, -16.550], [0.264, -33.565, -17.310], [-0.961, -32.797, -16.775]], "forces_ev_per_angstrom": [[-0.15, 0.28, 0.04], [0.05, -0.13, -0.04], [0.22, -0.21, 0.06], [0.10, 0.30, -0.07], [-0.03, -0.13, 0.11], [-0.18, -0.10, -0.10], [-0.17, 0.05, -0.28], [0.02, -0.05, 0.16], [0.22, 0.00, 0.06], [-0.48, 0.21, -0.11], [0.17, -0.30, -0.07], [0.19, 0.10, 0.34], [0.08, 0.17, -0.07], [-0.15, -0.23, 0.03], [0.05, 0.08, 0.02], [-0.18, 0.05, -0.01], [0.19, -0.14, -0.07], [0.10, 0.02, 0.07], [-0.32, -0.29, 0.03], [0.10, -0.02, 0.05], [0.10, 0.34, -0.11], [-0.41, -0.03, -0.09], [-0.03, 0.06, 0.06], [0.53, -0.02, -0.01]]}

=====

{"formula": "H16O8", "method": "ωB97M-V/def2-TZVPD", "smiles": "O.O.O.O.O.O.O.O", "gap_ev": 10.5, "homo_ha": -0.383, "species": ["O", "H", "H", "O", "H", "H", "O", "H", "H", "O", "H", "H", "O", "H", "H", "O", "H", "H", "O", "H", "H", "O", "H", "H"], "positions_angstrom": [[0.237, -0.024, -0.265], [1.153, 0.204, -0.680], [-0.028, 0.858, -0.109], [-0.338, 5.041, 0.019], [0.499, 5.069, -0.433], [-0.367, 4.182, 0.528], [-4.763, 0.145, 0.110], [-5.520, 0.227, -0.387], [-4.040, 0.050, -0.492], [2.708, 0.199, 2.306], [3.192, 1.009, 2.490], [1.809, 0.472, 2.136], [0.701, -2.676, 0.179], [1.309, -3.500, 0.225], [0.044, -2.683, 0.852], [5.834, -0.321, -1.190], [6.002, -0.725, -2.042], [4.988, 0.124, -1.335], [-1.929, -1.762, 0.891], [-2.023, -2.343, 1.593], [-2.723, -1.232, 1.074], [-1.917, -0.693, -1.578], [-2.020, -1.254, -2.407], [-2.809, -0.368, -1.486]], "forces_ev_per_angstrom": [[3.68, 0.06, -1.16], [-2.14, -1.24, 1.05], [-1.16, 1.56, 0.38], [-0.72, -1.35, 1.13], [0.50, -0.15, -0.17], [0.21, 1.50, -0.96], [2.16, -0.25, 2.43], [-2.67, 0.28, -1.80], [0.33, 0.03, -0.39], [0.45, -0.01, 0.07], [0.00, -0.02, 0.04], [-0.45, -0.03, -0.18], [2.87, -2.06, -1.35], [-1.96, 2.11, 0.35], [-0.62, -0.21, 0.79], [-0.36, 0.26, -0.06], [0.22, -0.21, -0.19], [0.16, -0.07, 0.25], [-0.68, 1.78, -1.18], [0.07, -2.28, 2.28], [0.30, 0.26, -0.55], [-0.34, -1.07, -2.20], [0.45, 0.89, 1.53], [-0.30, 0.20, -0.13]]}

=====

{"formula": "H16O8", "method": "ωB97M-V/def2-TZVPD", "gap_ev": [11.8, 3.0], "total_charge": 1, "homo_ha": [-0.557, -0.521], "spin_multiplicity": 2, "s_squared": 0.756, "species": ["O", "H", "H", "O", "H", "H", "O", "H", "H", "O", "H", "H", "O", "H", "H", "O", "H", "H", "O", "H", "H", "O", "H", "H"], "positions_angstrom": [[-2.533, -0.824, -1.159], [-2.925, -0.663, -2.017], [-1.803, -1.418, -1.336], [-0.162, -0.297, 0.324], [0.414, 0.169, -0.282], [-1.041, 0.013, 0.106], [0.244, 1.718, 2.785], [-0.330, 2.160, 3.411], [-0.309, 1.565, 2.019], [-0.401, -3.023, 1.192], [-0.526, -2.100, 0.971], [0.519, -3.086, 1.447], [-0.535, -2.358, -1.888], [-0.064, -2.219, -2.710], [0.137, -2.651, -1.273], [2.298, -0.380, 1.977], [1.576, -0.390, 1.349], [2.708, -1.240, 1.885], [1.455, 1.861, -0.943], [1.693, 2.753, -0.693], [2.168, 1.574, -1.515], [-1.101, 2.782, -1.478], [-0.265, 2.443, -1.160], [-1.218, 3.610, -1.012]], "forces_ev_per_angstrom": [[-0.78, 0.92, 1.02], [-0.43, 0.33, -0.52], [1.22, -1.19, -0.45], [0.13, -0.26, 0.51], [0.38, 0.53, -0.52], [-0.75, 0.25, -0.16], [0.50, -0.12, -0.20], [-0.26, 0.17, 0.54], [-0.23, -0.14, -0.42], [-0.19, -0.41, -0.24], [-0.06, 0.60, 0.03], [0.35, -0.19, 0.27], [0.07, 0.03, -0.09], [-0.01, 0.02, -0.44], [0.03, -0.32, 0.38], [0.16, 0.26, 0.17], [-0.62, 0.14, -0.04], [0.43, -0.40, 0.12], [-0.11, -0.42, 0.20], [0.24, 0.32, 0.26], [0.23, -0.07, -0.32], [-0.49, -0.19, 0.03], [0.45, -0.23, -0.21], [-0.27, 0.36, 0.05]]}

=====

{"formula": "H17LiO9", "method": "ωB97M-V/def2-TZVPD", "gap_ev": 8.0, "homo_ha": -0.317, "species": ["Li", "O", "H", "O", "H", "H", "O", "H", "H", "O", "H", "H", "O", "H", "H", "O", "H", "H", "O", "H", "H", "O", "H", "H", "O", "H", "H"], "positions_angstrom": [[-1.674, 1.383, 0.237], [0.228, 1.109, -0.010], [0.040, 0.165, 0.025], [0.511, -2.869, 0.151], [0.131, -3.667, 0.489], [-0.081, -2.681, -0.603], [-0.359, 1.402, -2.518], [-0.004, 1.197, -1.756], [0.250, 1.833, -3.023], [1.126, 0.944, 2.298], [0.709, 1.071, 1.417], [0.593, 0.267, 2.790], [-0.085, -1.491, -2.292], [0.160, -0.617, -2.296], [0.314, -2.000, -3.018], [-2.353, -0.497, 0.823], [-1.911, -1.038, 1.298], [-2.566, -1.084, 0.193], [2.102, 0.349, -0.729], [2.403, -0.456, -0.195], [1.106, 0.610, -0.524], [0.176, 3.745, 0.153], [-0.078, 4.000, -0.779], [-0.005, 2.756, 0.276], [-0.259, -1.111, 2.504], [-0.551, -1.676, 3.187], [0.075, -1.649, 1.904]], "forces_ev_per_angstrom": [[0.34, -0.31, 0.10], [-6.51, 0.94, 0.92], [-0.95, -0.45, 0.79], [-0.64, 0.65, -0.29], [-0.06, -1.00, 0.54], [0.72, 0.48, -0.16], [-5.91, -0.18, -4.74], [3.14, -1.06, 6.35], [2.64, 1.78, -2.08], [-0.19, -0.16, 1.53], [0.61, -0.09, 0.87], [1.06, 1.42, -1.03], [-1.52, -4.39, 0.13], [1.37, 3.18, -0.64], [-0.02, 0.86, 0.46], [-3.65, 8.21, -2.36], [5.58, -4.90, 6.59], [-2.05, -2.71, -4.58], [2.91, -3.13, -0.60], [-0.74, 1.86, -1.20], [4.25, -0.08, -0.72], [-1.25, -0.70, -0.93], [0.46, -0.77, 1.57], [1.02, 2.04, -0.69], [-3.21, 3.36, 3.53], [-0.55, -0.89, 1.50], [3.13, -3.94, -4.87]]}

=====

Relative energy (zero: lowest compared OMol25 entry of this formula, charge and spin)? In order: 146.82; 377.07; 206.13; 418.45; 126.93; 277.19 kJ/mol.
DFT total energy? In order: -934.43772; -611.43900; -611.50410; -611.42324; -611.09314; -694.78303 a.u..